Record 1
A molecular structure, C19H21IrN4O2S, computed with ωB97M-V/def2-TZVPD.

## Properties
- E_LUMO (alpha / beta): -13.306 / -13.459 eV
- Total charge: +3
- Frontier orbital gap (alpha / beta): 0.125 / 0.121 hartree
- Spin multiplicity: 2
- Energy relative to the best compared isomer or geometry (same formula, charge and spin): 435.9 kJ/mol
- HOMO (alpha / beta): -0.6143 / -0.6160 hartree
- <S²>: 0.803

Structure (XYZ):
```
48
Properties=species:S:1:pos:R:3:forces:R:3:lowdin_spin:R:1
Ir -1.051 -0.994 0.174 -1.8 2.1 1.0 0.858
C -4.665 -0.115 1.043 -0.1 -0.1 -0.3 -0.003
C -3.291 -0.446 1.479 0.4 0.2 -0.2 -0.006
C -2.854 -1.787 1.629 1.0 -0.2 -0.1 0.018
C -1.606 -2.093 2.253 -0.4 0.2 -0.4 0.022
C -1.218 -3.499 2.492 0.0 -0.5 0.2 0.007
C -0.788 -1.020 2.688 0.0 -0.4 -0.9 -0.007
C -1.172 0.329 2.504 -0.7 0.3 -0.6 0.029
C -0.375 1.437 3.071 0.2 0.2 0.0 0.004
C -2.388 0.591 1.824 0.6 -0.2 0.2 0.054
H -5.220 0.294 1.893 0.1 0.0 0.1 -0.001
H -5.208 -0.989 0.695 0.0 0.0 -0.1 0.000
H -4.667 0.662 0.280 0.0 0.1 0.0 -0.001
H -3.554 -2.598 1.450 0.2 0.0 -0.3 0.001
H -1.631 -4.154 1.727 0.1 0.0 -0.1 0.001
H -1.639 -3.844 3.441 0.0 0.1 0.1 0.002
H -0.139 -3.614 2.561 0.0 -0.1 -0.1 0.000
H 0.105 -1.246 3.257 0.2 0.0 -0.2 0.000
H -0.345 2.298 2.406 0.0 0.0 -0.1 0.001
H 0.630 1.125 3.343 0.0 0.0 0.0 0.000
H -0.868 1.784 3.985 0.0 -0.1 0.1 0.002
H -2.713 1.618 1.715 0.1 0.1 -0.2 0.001
N 6.271 2.681 -0.530 -0.2 -0.2 0.0 -0.005
C 5.198 1.922 -0.679 0.2 0.2 0.0 -0.002
C 4.583 1.765 -1.962 -0.7 -0.4 -0.3 0.002
C 3.441 1.013 -2.098 0.9 0.5 -0.7 0.000
C 2.886 0.390 -0.978 -1.9 -1.1 0.1 -0.004
C 3.475 0.500 0.284 0.6 0.6 0.8 0.000
C 4.614 1.249 0.440 -0.6 -0.5 0.2 -0.006
S 1.425 -0.629 -1.181 2.0 1.6 -1.6 0.011
O 1.507 -1.430 -2.344 0.0 -0.2 -0.3 0.000
O 1.172 -1.292 0.113 -0.8 -0.4 0.8 0.038
N 0.089 0.355 -1.267 1.1 -0.7 4.0 -0.022
C -0.795 0.177 -2.252 -3.6 -0.5 -4.4 0.001
N -0.628 0.516 -3.515 2.4 0.6 1.8 0.000
C -1.569 0.364 -4.402 -1.2 -0.1 -0.8 0.001
C -2.807 -0.183 -4.066 0.5 0.2 0.6 -0.002
C -2.932 -0.567 -2.739 -1.6 -0.8 -0.7 0.002
N -1.970 -0.386 -1.854 3.2 -0.1 2.2 0.003
H 6.686 3.174 -1.316 -0.1 -0.1 0.2 0.000
H 6.714 2.803 0.376 -0.1 0.0 -0.2 0.000
H 5.023 2.249 -2.822 0.0 0.0 -0.1 0.000
H 2.973 0.889 -3.063 0.0 0.0 -0.2 0.000
H 3.030 -0.014 1.122 0.1 0.0 0.1 0.000
H 5.075 1.343 1.412 0.1 0.0 0.1 0.000
H -1.357 0.713 -5.411 0.0 -0.2 0.1 0.000
H -3.604 -0.292 -4.785 -0.1 -0.1 0.1 0.000
H -3.843 -1.049 -2.396 0.1 0.0 0.1 0.000
```
Positions in Å, forces in eV/Å.


Record 2
A single C19H21N3 molecule, computed with ωB97M-V/def2-TZVPD.

## Properties
- E_LUMO: 0.646 eV
- Structure (SMILES): Nc1ccc(C[C@H]2C(c3cccnc3)=N[C@H]3CC[C@@H]2C3)cc1
- Frontier orbital gap: 0.304 hartree
- Energy relative to the best compared isomer or geometry (same formula, charge and spin): 98.0 kJ/mol
- HOMO: -0.2806 hartree

Structure (XYZ):
```
43
Properties=species:S:1:pos:R:3:forces:R:3:nbo_charge:R:1
N 2.836 -0.831 1.216 -2.6 1.1 -0.6 -0.395
N 0.240 2.372 -1.050 0.4 -0.4 0.0 -0.421
C 1.596 -0.473 0.939 2.9 -2.5 1.2 0.282
C 0.895 3.431 -0.531 0.6 -1.8 0.0 0.030
C 0.555 1.127 -0.622 0.5 1.3 0.4 0.066
C 1.934 3.274 0.379 -0.1 -1.3 0.6 -0.264
C 2.197 1.995 0.908 -0.9 -0.2 -0.6 -0.121
C -3.458 -0.217 -0.658 -0.2 0.2 -0.4 -0.265
C -2.898 1.889 0.358 -0.9 0.8 -0.8 -0.267
C -2.525 -0.833 0.151 0.7 1.8 1.6 -0.196
C -1.956 1.301 1.151 0.0 -0.5 0.6 -0.134
C 1.467 0.877 0.419 -0.6 2.0 -0.5 -0.147
C -3.651 1.163 -0.568 0.3 1.2 -1.0 0.173
C -1.756 -0.063 1.109 -0.6 -1.1 -1.1 -0.069
N -4.443 1.884 -1.504 0.0 -1.1 1.0 -0.824
C -0.737 -0.746 1.994 0.6 0.6 -0.5 -0.419
C 2.669 -2.209 3.228 -0.5 0.5 0.4 -0.411
C 1.242 -2.784 3.248 -0.8 0.8 0.5 -0.415
C 0.385 -1.440 1.154 0.6 -0.1 0.9 -0.270
C 2.141 -3.217 1.154 -0.5 -0.8 -1.5 -0.419
C 3.051 -2.149 1.748 0.9 -0.9 0.0 -0.094
C 0.806 -2.823 1.793 0.5 0.4 -0.3 -0.201
H 0.680 4.413 -0.890 -0.5 0.4 -0.3 0.193
H 0.122 0.255 -1.107 -0.4 0.4 -0.1 0.198
H 2.507 4.108 0.745 0.0 0.3 0.0 0.218
H 2.915 1.867 1.709 0.0 -0.1 -0.1 0.229
H -4.020 -0.760 -1.423 0.2 -0.1 0.3 0.209
H -3.028 2.973 0.375 0.1 -0.3 0.0 0.202
H -2.395 -1.886 0.099 0.2 -0.8 -0.1 0.205
H -1.365 1.914 1.818 0.1 0.0 0.1 0.203
H -4.626 1.442 -2.393 0.1 0.3 0.2 0.385
H -4.399 2.891 -1.467 0.1 -0.3 -0.2 0.386
H -0.231 -0.005 2.688 -0.8 -0.9 -0.6 0.217
H -1.295 -1.493 2.560 0.3 -0.1 0.3 0.221
H 2.642 -1.221 3.694 0.5 -0.1 -0.1 0.216
H 3.316 -2.880 3.775 0.4 0.1 0.2 0.211
H 0.519 -2.222 3.890 0.7 -0.5 -0.3 0.210
H 1.330 -3.801 3.602 -0.4 -0.4 0.2 0.207
H 0.023 -1.703 0.165 -0.3 0.1 -0.2 0.223
H 2.046 -3.170 0.041 0.4 0.0 0.7 0.211
H 2.494 -4.259 1.403 -0.4 1.0 0.0 0.215
H 4.111 -2.407 1.587 -0.3 0.2 0.1 0.204
H -0.005 -3.546 1.666 0.0 0.1 -0.3 0.215
```
Positions in Å, forces in eV/Å.


The highest energy relative to the best compared isomer or geometry (same formula, charge and spin) belongs to which entry? C19H21IrN4O2S


Copy entry 2 word for word.
A single C19H21N3 molecule, computed with ωB97M-V/def2-TZVPD.

## Properties
- E_LUMO: 0.646 eV
- Structure (SMILES): Nc1ccc(C[C@H]2C(c3cccnc3)=N[C@H]3CC[C@@H]2C3)cc1
- Frontier orbital gap: 0.304 hartree
- Energy relative to the best compared isomer or geometry (same formula, charge and spin): 98.0 kJ/mol
- HOMO: -0.2806 hartree

Structure (XYZ):
```
43
Properties=species:S:1:pos:R:3:forces:R:3:nbo_charge:R:1
N 2.836 -0.831 1.216 -2.6 1.1 -0.6 -0.395
N 0.240 2.372 -1.050 0.4 -0.4 0.0 -0.421
C 1.596 -0.473 0.939 2.9 -2.5 1.2 0.282
C 0.895 3.431 -0.531 0.6 -1.8 0.0 0.030
C 0.555 1.127 -0.622 0.5 1.3 0.4 0.066
C 1.934 3.274 0.379 -0.1 -1.3 0.6 -0.264
C 2.197 1.995 0.908 -0.9 -0.2 -0.6 -0.121
C -3.458 -0.217 -0.658 -0.2 0.2 -0.4 -0.265
C -2.898 1.889 0.358 -0.9 0.8 -0.8 -0.267
C -2.525 -0.833 0.151 0.7 1.8 1.6 -0.196
C -1.956 1.301 1.151 0.0 -0.5 0.6 -0.134
C 1.467 0.877 0.419 -0.6 2.0 -0.5 -0.147
C -3.651 1.163 -0.568 0.3 1.2 -1.0 0.173
C -1.756 -0.063 1.109 -0.6 -1.1 -1.1 -0.069
N -4.443 1.884 -1.504 0.0 -1.1 1.0 -0.824
C -0.737 -0.746 1.994 0.6 0.6 -0.5 -0.419
C 2.669 -2.209 3.228 -0.5 0.5 0.4 -0.411
C 1.242 -2.784 3.248 -0.8 0.8 0.5 -0.415
C 0.385 -1.440 1.154 0.6 -0.1 0.9 -0.270
C 2.141 -3.217 1.154 -0.5 -0.8 -1.5 -0.419
C 3.051 -2.149 1.748 0.9 -0.9 0.0 -0.094
C 0.806 -2.823 1.793 0.5 0.4 -0.3 -0.201
H 0.680 4.413 -0.890 -0.5 0.4 -0.3 0.193
H 0.122 0.255 -1.107 -0.4 0.4 -0.1 0.198
H 2.507 4.108 0.745 0.0 0.3 0.0 0.218
H 2.915 1.867 1.709 0.0 -0.1 -0.1 0.229
H -4.020 -0.760 -1.423 0.2 -0.1 0.3 0.209
H -3.028 2.973 0.375 0.1 -0.3 0.0 0.202
H -2.395 -1.886 0.099 0.2 -0.8 -0.1 0.205
H -1.365 1.914 1.818 0.1 0.0 0.1 0.203
H -4.626 1.442 -2.393 0.1 0.3 0.2 0.385
H -4.399 2.891 -1.467 0.1 -0.3 -0.2 0.386
H -0.231 -0.005 2.688 -0.8 -0.9 -0.6 0.217
H -1.295 -1.493 2.560 0.3 -0.1 0.3 0.221
H 2.642 -1.221 3.694 0.5 -0.1 -0.1 0.216
H 3.316 -2.880 3.775 0.4 0.1 0.2 0.211
H 0.519 -2.222 3.890 0.7 -0.5 -0.3 0.210
H 1.330 -3.801 3.602 -0.4 -0.4 0.2 0.207
H 0.023 -1.703 0.165 -0.3 0.1 -0.2 0.223
H 2.046 -3.170 0.041 0.4 0.0 0.7 0.211
H 2.494 -4.259 1.403 -0.4 1.0 0.0 0.215
H 4.111 -2.407 1.587 -0.3 0.2 0.1 0.204
H -0.005 -3.546 1.666 0.0 0.1 -0.3 0.215
```
Positions in Å, forces in eV/Å.


Repeat the second record exactly.
A single C19H21N3 molecule, computed with ωB97M-V/def2-TZVPD.

## Properties
- E_LUMO: 0.646 eV
- Structure (SMILES): Nc1ccc(C[C@H]2C(c3cccnc3)=N[C@H]3CC[C@@H]2C3)cc1
- Frontier orbital gap: 0.304 hartree
- Energy relative to the best compared isomer or geometry (same formula, charge and spin): 98.0 kJ/mol
- HOMO: -0.2806 hartree

Structure (XYZ):
```
43
Properties=species:S:1:pos:R:3:forces:R:3:nbo_charge:R:1
N 2.836 -0.831 1.216 -2.6 1.1 -0.6 -0.395
N 0.240 2.372 -1.050 0.4 -0.4 0.0 -0.421
C 1.596 -0.473 0.939 2.9 -2.5 1.2 0.282
C 0.895 3.431 -0.531 0.6 -1.8 0.0 0.030
C 0.555 1.127 -0.622 0.5 1.3 0.4 0.066
C 1.934 3.274 0.379 -0.1 -1.3 0.6 -0.264
C 2.197 1.995 0.908 -0.9 -0.2 -0.6 -0.121
C -3.458 -0.217 -0.658 -0.2 0.2 -0.4 -0.265
C -2.898 1.889 0.358 -0.9 0.8 -0.8 -0.267
C -2.525 -0.833 0.151 0.7 1.8 1.6 -0.196
C -1.956 1.301 1.151 0.0 -0.5 0.6 -0.134
C 1.467 0.877 0.419 -0.6 2.0 -0.5 -0.147
C -3.651 1.163 -0.568 0.3 1.2 -1.0 0.173
C -1.756 -0.063 1.109 -0.6 -1.1 -1.1 -0.069
N -4.443 1.884 -1.504 0.0 -1.1 1.0 -0.824
C -0.737 -0.746 1.994 0.6 0.6 -0.5 -0.419
C 2.669 -2.209 3.228 -0.5 0.5 0.4 -0.411
C 1.242 -2.784 3.248 -0.8 0.8 0.5 -0.415
C 0.385 -1.440 1.154 0.6 -0.1 0.9 -0.270
C 2.141 -3.217 1.154 -0.5 -0.8 -1.5 -0.419
C 3.051 -2.149 1.748 0.9 -0.9 0.0 -0.094
C 0.806 -2.823 1.793 0.5 0.4 -0.3 -0.201
H 0.680 4.413 -0.890 -0.5 0.4 -0.3 0.193
H 0.122 0.255 -1.107 -0.4 0.4 -0.1 0.198
H 2.507 4.108 0.745 0.0 0.3 0.0 0.218
H 2.915 1.867 1.709 0.0 -0.1 -0.1 0.229
H -4.020 -0.760 -1.423 0.2 -0.1 0.3 0.209
H -3.028 2.973 0.375 0.1 -0.3 0.0 0.202
H -2.395 -1.886 0.099 0.2 -0.8 -0.1 0.205
H -1.365 1.914 1.818 0.1 0.0 0.1 0.203
H -4.626 1.442 -2.393 0.1 0.3 0.2 0.385
H -4.399 2.891 -1.467 0.1 -0.3 -0.2 0.386
H -0.231 -0.005 2.688 -0.8 -0.9 -0.6 0.217
H -1.295 -1.493 2.560 0.3 -0.1 0.3 0.221
H 2.642 -1.221 3.694 0.5 -0.1 -0.1 0.216
H 3.316 -2.880 3.775 0.4 0.1 0.2 0.211
H 0.519 -2.222 3.890 0.7 -0.5 -0.3 0.210
H 1.330 -3.801 3.602 -0.4 -0.4 0.2 0.207
H 0.023 -1.703 0.165 -0.3 0.1 -0.2 0.223
H 2.046 -3.170 0.041 0.4 0.0 0.7 0.211
H 2.494 -4.259 1.403 -0.4 1.0 0.0 0.215
H 4.111 -2.407 1.587 -0.3 0.2 0.1 0.204
H -0.005 -3.546 1.666 0.0 0.1 -0.3 0.215
```
Positions in Å, forces in eV/Å.